No. 1
Here is a molecular structure, C7H10 from OMol25. Energies are from ωB97M-V with the def2-TZVPD basis set.

```
17
Properties=species:S:1:pos:R:3:forces:R:3:nbo_charge:R:1
C -2.2883 -0.1315 -0.1725 -0.1136 0.2198 -0.1243 -0.356
C -1.9113 1.0031 -0.8065 -0.0294 -0.1721 0.0896 -0.426
C -0.2903 -0.6910 0.2695 0.1828 0.0281 0.0906 0.027
C 0.7258 -0.9356 -0.8292 0.0196 -0.0285 -0.1828 -0.511
C 1.6576 -0.7185 0.3468 0.3352 -0.1965 -0.0716 -0.138
C 1.7862 0.7279 0.6401 0.0721 0.0510 -0.0742 -0.430
C 0.5405 0.0735 1.1697 -0.2882 0.0355 0.2984 -0.298
H -2.5294 -1.0331 -0.7263 0.0539 0.1359 0.0914 0.213
H -2.6120 -0.1172 0.8633 0.0643 -0.0051 -0.1517 0.213
H -1.7173 1.0180 -1.8755 0.0157 -0.0335 0.1595 0.193
H -1.7899 1.9400 -0.2705 0.0251 -0.1461 -0.0432 0.195
H 0.6644 -1.9421 -1.2519 -0.0147 0.1732 0.0644 0.217
H 0.8925 -0.2027 -1.6228 -0.0254 -0.0459 0.1298 0.208
H 2.2776 -1.4845 0.7989 -0.1367 0.1427 -0.0430 0.234
H 1.7234 1.4307 -0.1906 -0.0428 -0.1492 0.0636 0.214
H 2.5025 0.9987 1.4119 -0.1352 -0.0166 -0.0961 0.227
H 0.3681 0.0643 2.2455 0.0173 0.0072 -0.2006 0.216
```
Positions in Å, forces in eV/Å.

Properties
HOMO energy = -7.232 eV
HOMO-LUMO gap = 0.3086 hartree
Net charge = 0
Total energy = -7415.355 eV
Energy relative to the best compared isomer or geometry (same formula, charge and spin) = 548.0 kJ/mol

---

No. 2
Here is a molecular structure, C39H52ClO6PbSSe from OMol25. Energies are from ωB97M-V with the def2-TZVPD basis set.

```
101
Properties=species:S:1:pos:R:3:forces:R:3:mulliken_charge:R:1
Pb 0.1140 -0.0367 0.3368 0.0218 -0.1210 0.0933 1.973
C -0.5558 -3.6442 6.9341 -0.0001 0.0044 -0.0023 -2.147
C -0.4123 -4.5793 5.7333 -0.0023 -0.0034 -0.0039 2.014
C 0.6734 -5.6138 6.0618 -0.0016 0.0011 0.0011 -1.633
C -1.7513 -5.3018 5.5284 0.0023 -0.0010 0.0020 -1.652
C -0.0333 -3.8229 4.4614 -0.0123 -0.0230 -0.0082 -0.038
C 0.1486 -2.4507 4.4154 0.0100 0.0202 -0.0026 -0.219
C 0.5140 -1.8368 3.2272 0.0262 0.0058 -0.0010 -0.357
Se 0.7359 0.0649 3.1878 0.0033 -0.0214 0.0167 0.071
C 2.5885 0.1152 2.6943 -0.0379 -0.0025 -0.0014 -0.293
C 3.5219 -0.2068 3.6749 0.0179 -0.0114 0.0077 -0.321
C 4.8705 -0.2475 3.3856 -0.0018 0.0110 -0.0023 -0.771
C 5.2464 0.0492 2.0696 -0.0134 -0.0022 -0.0037 0.036
C 4.3529 0.3597 1.0611 0.0137 -0.0080 -0.0165 -0.971
C 2.9648 0.3952 1.3747 0.0505 -0.0264 -0.0446 1.375
O 2.1120 0.7050 0.4154 -0.1140 0.0584 0.0884 -0.422
C 4.8212 0.6437 -0.3711 -0.0065 -0.0016 0.0037 2.404
C 6.3436 0.5412 -0.5034 0.0021 0.0075 0.0093 -2.437
C 4.4191 2.0668 -0.7902 -0.0007 0.0100 -0.0026 -1.556
C 4.2095 -0.3775 -1.3444 -0.0050 -0.0068 0.0056 -1.438
C 5.9381 -0.6059 4.4171 0.0010 -0.0025 -0.0040 2.018
C 6.6989 -1.8562 3.9531 0.0015 -0.0001 -0.0009 -1.595
C 6.9260 0.5588 4.5691 0.0043 0.0027 0.0001 -1.637
C 5.3327 -0.9006 5.7897 -0.0029 -0.0013 0.0011 -2.233
C 0.7275 -2.5420 2.0199 0.0670 0.0416 -0.0317 0.597
O 1.1686 -1.9155 0.9594 -0.0235 -0.1156 -0.0622 -1.259
C 0.4814 -3.9413 2.0488 -0.0245 0.0165 -0.0075 -0.623
C 0.1408 -4.5185 3.2639 -0.0051 0.0151 0.0183 -0.340
C 0.5705 -4.8715 0.8266 -0.0005 -0.0093 0.0062 2.459
C 1.7313 -5.8554 1.0346 0.0118 0.0051 -0.0039 -1.724
C 0.7805 -4.1705 -0.5209 -0.0050 0.0051 0.0123 -1.894
C -0.7460 -5.6585 0.7034 0.0020 -0.0100 0.0005 -1.784
H -0.8234 -4.2239 7.8206 -0.0005 -0.0002 0.0008 0.443
H 0.3777 -3.1188 7.1454 0.0011 -0.0006 0.0004 0.381
H -1.3378 -2.9003 6.7704 -0.0001 -0.0007 0.0005 0.374
H 0.4126 -6.1701 6.9668 0.0001 -0.0002 0.0004 0.460
H 0.7990 -6.3304 5.2489 0.0002 -0.0012 0.0001 0.301
H 1.6340 -5.1205 6.2230 0.0015 -0.0025 0.0009 0.332
H -2.0308 -5.8549 6.4299 -0.0004 0.0001 0.0009 0.468
H -2.5419 -4.5839 5.3028 -0.0004 0.0003 -0.0007 0.337
H -1.6989 -6.0098 4.7001 0.0006 -0.0005 0.0005 0.308
H 0.0225 -1.8365 5.2972 -0.0008 0.0004 0.0012 0.576
H 3.1564 -0.4333 4.6678 -0.0005 -0.0021 -0.0002 0.500
H 6.3005 0.0215 1.8291 0.0073 0.0010 -0.0039 0.447
H 6.8592 1.2636 0.1340 -0.0005 0.0005 0.0018 0.401
H 6.7066 -0.4599 -0.2593 0.0023 -0.0003 -0.0004 0.412
H 6.6221 0.7531 -1.5378 -0.0022 -0.0015 0.0002 0.460
H 4.8725 2.8035 -0.1215 0.0051 0.0006 -0.0001 0.299
H 4.7711 2.2672 -1.8063 -0.0026 0.0002 -0.0021 0.452
H 3.3394 2.1949 -0.7687 0.0121 0.0044 -0.0013 0.151
H 4.4944 -1.3932 -1.0591 -0.0005 0.0000 -0.0003 0.273
H 3.1244 -0.3148 -1.3612 0.0053 0.0001 -0.0037 0.059
H 4.5830 -0.1877 -2.3551 0.0032 -0.0013 0.0003 0.500
H 7.1850 -1.6921 2.9904 0.0001 -0.0002 0.0008 0.306
H 7.4699 -2.1271 4.6801 -0.0001 0.0006 0.0013 0.460
H 6.0145 -2.6993 3.8423 0.0014 -0.0006 0.0004 0.352
H 7.4149 0.7931 3.6224 0.0001 -0.0008 0.0007 0.299
H 6.4083 1.4578 4.9094 -0.0007 0.0007 0.0001 0.355
H 7.7024 0.3094 5.2980 0.0010 -0.0003 0.0011 0.460
H 4.6400 -1.7434 5.7486 0.0003 0.0005 0.0000 0.404
H 6.1287 -1.1534 6.4939 0.0007 0.0009 0.0002 0.446
H 4.7965 -0.0354 6.1847 0.0004 0.0001 0.0005 0.389
H -0.0084 -5.5927 3.2813 0.0014 0.0046 0.0068 0.206
H 2.6765 -5.3148 1.1165 -0.0003 0.0009 0.0000 0.330
H 1.6008 -6.4472 1.9430 0.0026 -0.0009 -0.0001 0.290
H 1.8017 -6.5426 0.1865 -0.0019 -0.0006 -0.0004 0.462
H 1.7307 -3.6451 -0.5671 0.0052 0.0032 0.0022 0.273
H 0.7608 -4.9346 -1.3050 -0.0030 0.0041 -0.0005 0.542
H -0.0106 -3.4481 -0.7210 -0.0002 0.0070 -0.0019 0.225
H -0.9523 -6.2740 1.5802 0.0022 0.0013 -0.0060 0.305
H -1.5821 -4.9702 0.5670 -0.0010 -0.0021 0.0003 0.359
H -0.6998 -6.3208 -0.1653 -0.0012 -0.0005 -0.0011 0.485
Cl 1.5287 5.7765 -4.3027 -0.0005 -0.0057 0.0030 -0.276
C 1.2121 4.2531 -3.5030 0.0190 -0.0119 -0.0382 0.071
C 1.3825 3.0537 -4.2072 -0.0046 0.0297 0.0044 -0.558
C 1.1330 1.8591 -3.5923 -0.0014 -0.0161 0.0318 -0.553
C 0.7017 1.7692 -2.2349 0.0526 0.0071 -0.0466 0.592
O 0.4855 0.5959 -1.7615 -0.0562 -0.0001 0.0139 -0.670
C 0.5428 3.0053 -1.5393 0.0323 0.0135 -0.0536 1.315
C 0.1114 3.1584 -0.1708 -0.0292 -0.0137 0.0870 -0.555
O -0.1226 2.3101 0.6823 -0.0182 0.0470 -0.0635 -0.518
C 0.7994 4.2217 -2.2037 -0.0046 -0.0121 0.0364 -1.044
H 1.7115 3.0827 -5.2383 0.0009 0.0011 -0.0007 0.413
H 1.2580 0.9239 -4.1222 0.0011 -0.0025 0.0013 0.475
H 0.0015 4.2114 0.1407 -0.0121 0.0086 -0.0207 0.234
H 0.6627 5.1494 -1.6604 -0.0030 -0.0013 0.0009 0.340
O -2.4178 2.0440 -1.0507 -0.0342 0.1139 -0.0539 -0.605
S -3.1226 0.8488 -1.6056 -0.0102 -0.0574 -0.0027 0.567
C -4.5393 1.5598 -2.5168 -0.0011 -0.0072 -0.0091 -0.823
C -5.5598 1.9559 -1.4626 0.0054 -0.0076 0.0117 -0.549
C -5.6697 0.7211 -0.5703 -0.0003 0.0152 -0.0103 -0.595
C -4.2419 0.2556 -0.2836 0.0096 -0.0009 -0.0074 -0.569
H -4.9317 0.7827 -3.1803 0.0028 0.0002 0.0075 0.376
H -4.1440 2.3801 -3.1139 0.0038 -0.0036 -0.0044 0.376
H -6.5197 2.2473 -1.8941 0.0012 0.0010 -0.0085 0.365
H -5.1712 2.8022 -0.8916 -0.0041 -0.0017 0.0034 0.246
H -6.2195 -0.0584 -1.1060 -0.0044 -0.0021 0.0065 0.278
H -6.2120 0.9221 0.3554 0.0037 0.0064 -0.0007 0.308
H -4.1147 -0.8198 -0.1866 0.0023 0.0021 -0.0093 0.377
H -3.8036 0.7153 0.6004 0.0033 -0.0112 0.0053 0.199
O -1.6832 -0.7345 0.1969 0.0306 0.0575 0.0500 -0.706
```
Positions in Å, forces in eV/Å.

Properties
HOMO energy = -4.932 eV
HOMO-LUMO gap = 0.2677 hartree
Net charge = -1
Total energy = -147524.900 eV
Energy relative to the best compared isomer or geometry (same formula, charge and spin) = 8.3 kJ/mol

---

No. 3
Here is a gas-phase ion, ClH2NO2P (charge -1) in a non-equilibrium geometry from OMol25. Energies are from ωB97M-V with the def2-TZVPD basis set.

```
7
Properties=species:S:1:pos:R:3:forces:R:3:nbo_charge:R:1
N -0.1636 -0.0986 1.1046 1.2838 -1.2743 -0.9770 -1.220
P 0.5146 0.3414 -0.4075 -3.4406 1.5719 0.9682 2.315
O 1.7374 -0.3641 -0.6224 2.7647 -1.4781 -0.4374 -1.136
O 0.1992 1.7316 -0.7623 0.1039 0.4875 -0.1154 -1.143
Cl -0.9934 -0.9135 -1.4761 -0.0466 -0.0047 -0.6399 -0.590
H -1.0003 0.3930 1.4041 0.0066 -0.4286 -0.6080 0.383
H -0.2939 -1.0898 0.7596 -0.6718 1.1262 1.8095 0.391
```
Positions in Å, forces in eV/Å.

Properties
HOMO energy = -5.491 eV
HOMO-LUMO gap = 0.3513 hartree
Net charge = -1
Total energy = -27433.690 eV
SMILES = N[P@](=O)([O-])Cl
Energy relative to the best compared isomer or geometry (same formula, charge and spin) = 19.0 kJ/mol

---

No. 4
Here is a molecular structure, C3H8O in a non-equilibrium geometry from OMol25. Energies are from ωB97M-V with the def2-TZVPD basis set.

```
12
Properties=species:S:1:pos:R:3:forces:R:3:nbo_charge:R:1
C -0.9131 1.2456 1.0884 0.3010 -0.5917 -2.2325 -0.546
O -0.8273 -1.0555 0.5098 -0.2313 0.8278 -0.3941 -0.603
C -1.3734 0.0520 0.4251 -2.6588 -3.6431 3.3835 0.218
C 1.5959 -0.8974 -0.9877 -0.4873 -0.1005 -0.1522 -0.843
H -1.5330 2.1328 1.0270 0.1562 -0.1381 -0.0460 0.232
H -0.2041 1.0861 1.8872 0.4847 0.2286 -0.4049 0.251
H -0.5302 0.9267 -0.0964 1.3155 2.8189 1.0364 0.293
H -2.4392 0.0607 0.1338 0.2527 0.5068 -1.1378 0.156
H 1.3522 -1.4727 -0.0954 0.3478 -0.0433 -0.1974 0.241
H 1.0249 -1.2989 -1.8240 0.0886 -0.1951 -0.0052 0.212
H 1.1966 0.1001 -0.8237 0.3820 0.2533 0.0042 0.182
H 2.6506 -0.8795 -1.2440 0.0488 0.0763 0.1459 0.206
```
Positions in Å, forces in eV/Å.

Properties
HOMO energy = -9.500 eV
HOMO-LUMO gap = 0.3773 hartree
Net charge = 0
Total energy = -5285.327 eV
Energy relative to the best compared isomer or geometry (same formula, charge and spin) = 272.4 kJ/mol

---

No. 5
Here is C9H13N5O2 in the gas phase in a non-equilibrium geometry from OMol25. Energies are from ωB97M-V with the def2-TZVPD basis set.

```
29
Properties=species:S:1:pos:R:3:forces:R:3:nbo_charge:R:1
C -2.8186 2.8213 1.7865 -0.1609 -0.1192 -0.1764 -0.610
C -3.2597 2.3819 0.3952 0.1585 0.1643 -0.0461 -0.396
C -2.1358 2.4426 -0.6413 -0.0496 -0.1664 0.1650 -0.390
C -0.9416 1.5352 -0.3491 -0.1786 0.0355 -0.1636 -0.391
C -1.3162 0.0527 -0.3323 -0.0892 0.1324 0.0767 -0.475
C -0.1114 -0.8017 -0.2706 0.5753 -0.0992 -0.1073 0.548
N 1.0856 -0.5188 -0.6804 -0.2425 0.4243 -0.0922 -0.476
C 1.7883 -1.6498 -0.3962 -1.1999 -0.0150 0.2742 0.292
C 3.1814 -1.8529 -0.6667 1.3676 -0.7451 -0.0586 -0.007
N 3.9888 -1.0164 -1.2601 -0.8943 0.3049 0.0950 -0.017
O 5.1760 -1.6003 -1.3291 0.1402 0.2329 -0.1583 -0.120
N 5.1682 -2.8419 -0.7782 -0.3671 -0.9348 0.5173 -0.178
C 3.9444 -3.0432 -0.3475 0.4257 1.3586 -0.6541 0.306
N 3.4976 -4.1203 0.3124 -0.0831 -0.4968 0.2781 -0.802
N 1.0505 -2.5810 0.1626 1.0327 -0.3785 -0.1014 -0.176
O -0.1918 -2.0362 0.2505 -0.4921 0.4370 -0.0508 -0.265
H -3.6746 2.8657 2.4559 -0.0130 0.0196 0.1236 0.213
H -2.3641 3.8087 1.7463 0.0776 0.1158 0.0530 0.204
H -2.0969 2.1276 2.2099 0.1078 -0.0359 0.1174 0.198
H -4.0644 3.0394 0.0579 -0.0611 -0.0926 -0.0113 0.205
H -3.6691 1.3712 0.4437 -0.1085 -0.0297 -0.0335 0.190
H -2.5478 2.1805 -1.6189 0.0359 0.0577 -0.0877 0.200
H -1.7738 3.4709 -0.7025 -0.0127 0.0447 -0.0767 0.206
H -0.1833 1.6845 -1.1185 0.0418 0.0246 0.0842 0.231
H -0.4910 1.8045 0.6061 0.1134 -0.0024 0.0162 0.207
H -1.8626 -0.1971 -1.2477 -0.0520 -0.0409 0.0493 0.238
H -1.9566 -0.1968 0.5153 -0.0555 -0.0180 -0.0579 0.234
H 4.0761 -4.9399 0.3457 -0.0734 -0.0332 0.0067 0.406
H 2.5024 -4.1905 0.4512 0.0569 -0.1447 0.0193 0.427
```
Positions in Å, forces in eV/Å.

Properties
HOMO energy = -9.240 eV
HOMO-LUMO gap = 0.3562 hartree
Net charge = 0
Total energy = -21086.753 eV
SMILES = CCCCCc1nc(-c2nonc2N)no1
Energy relative to the best compared isomer or geometry (same formula, charge and spin) = 7.5 kJ/mol

---

No. 6
Here is a molecular structure, C15H26B3N7O4 in a non-equilibrium geometry from OMol25. Energies are from ωB97M-V with the def2-TZVPD basis set.

```
55
Properties=species:S:1:pos:R:3:forces:R:3:nbo_charge:R:1
C -1.1098 -2.1518 1.8845 0.3035 0.4249 0.0088 -0.719
C -0.5707 -2.4138 0.5075 0.0689 -0.1891 -0.8015 0.491
C -0.1784 -3.8027 0.1262 -0.5224 -0.4355 -0.1191 -0.699
N -0.4097 -1.4824 -0.3531 1.0944 -0.0452 0.9332 -0.765
B 0.3298 -0.3208 -0.1206 -0.7058 0.5029 -1.2383 1.164
O 1.6613 -0.3885 0.3620 -0.7590 -0.1678 1.0197 -0.900
B 1.7950 0.5008 1.4226 0.7678 -0.0053 -0.7957 0.978
O 1.4078 1.8025 1.1758 -0.6111 -0.1609 1.2897 -0.891
B 0.0689 1.7469 0.7799 0.4776 0.4377 -0.7956 1.265
O -0.8848 2.3504 1.5367 0.0586 0.5872 -0.3592 -0.885
O -0.2050 0.9787 -0.3339 -0.2841 -0.4157 0.5322 -0.895
H -1.8829 -2.8723 2.1443 0.1264 0.0547 0.0353 0.269
H -1.5007 -1.1348 1.9226 -0.0787 -0.0431 0.0491 0.216
H -0.3105 -2.2241 2.6297 0.0137 -0.2099 -0.0409 0.240
H -0.7738 -4.5688 0.6148 0.0736 -0.0418 0.0335 0.240
H 0.8675 -3.9641 0.4022 -0.0016 0.1567 0.1074 0.247
H -0.2386 -3.9159 -0.9543 0.0238 -0.0070 0.0057 0.238
H 2.1518 0.1360 2.4971 0.3060 0.0664 -0.0686 -0.103
H -1.7019 2.4746 1.0399 -0.0794 -0.2517 0.1573 0.503
C -0.7297 5.3716 3.7137 0.0733 -0.2150 -0.1027 -0.730
C -0.9104 4.9144 5.0841 -0.0294 -0.0805 0.0976 0.298
N -1.0594 4.5545 6.1644 0.0009 0.0680 -0.0273 -0.356
H -0.4762 4.5296 3.0697 -0.0185 -0.0447 0.0508 0.266
H -1.6472 5.8315 3.3562 0.0279 0.0507 -0.0208 0.257
H 0.0673 6.1081 3.6728 -0.0252 0.0330 -0.0358 0.264
C -1.6231 9.3730 5.7400 -0.0229 -0.0031 0.0372 -0.723
C -1.2520 8.8432 4.4352 0.0469 -0.0115 -0.1184 0.305
N -0.9555 8.4253 3.4079 -0.0487 0.1602 0.0687 -0.357
H -0.7293 9.5295 6.3404 -0.0042 -0.0003 0.0115 0.258
H -2.1434 10.3208 5.6180 -0.0017 0.0029 0.0101 0.255
H -2.2757 8.6676 6.2509 0.0072 0.0001 0.0144 0.262
C -4.6246 -5.5163 0.3117 -0.0124 -0.0142 -0.0499 -0.722
C -3.5484 -5.1751 1.2301 0.0659 -0.0224 0.1159 0.321
N -2.6986 -4.9122 1.9556 -0.2679 -0.1927 -0.0009 -0.367
H -4.2376 -6.1482 -0.4856 -0.0036 0.0003 -0.0054 0.263
H -5.4076 -6.0512 0.8454 -0.0063 -0.0025 -0.0072 0.257
H -5.0411 -4.6087 -0.1210 -0.0082 -0.0057 -0.0089 0.256
C 0.6733 -5.4562 -4.3317 -0.0202 0.0079 0.1572 -0.724
C 0.4266 -6.1857 -3.0926 -0.0186 -0.1194 0.0940 0.299
N 0.2328 -6.7603 -2.1166 -0.0166 0.0866 -0.0803 -0.362
H -0.1287 -5.6507 -5.0406 0.0122 0.0439 -0.0210 0.254
H 0.7190 -4.3867 -4.1332 0.0106 -0.0658 -0.0904 0.277
H 1.6179 -5.7765 -4.7659 0.0020 0.0484 -0.0194 0.256
C 3.8456 1.1599 -1.8301 -0.0402 -0.0724 0.0705 -0.732
C 4.1718 0.6780 -3.1634 0.0280 0.0392 -0.1341 0.321
N 4.4216 0.2977 -4.2168 -0.0343 0.0065 -0.0014 -0.376
H 4.7595 1.3781 -1.2806 -0.0051 -0.0067 0.0075 0.255
H 3.2407 2.0625 -1.8913 0.0016 0.0004 -0.0220 0.259
H 3.2791 0.3926 -1.3048 0.0024 0.0317 0.0683 0.276
C 2.4817 -0.6897 -6.9512 0.0222 0.0286 0.0210 -0.736
C 1.8038 -1.8816 -6.4577 -0.0589 -0.0966 0.0303 0.325
N 1.2704 -2.8218 -6.0697 0.0609 0.1249 -0.0671 -0.383
H 3.0828 -0.9422 -7.8227 -0.0049 -0.0081 -0.0026 0.252
H 1.7484 0.0645 -7.2307 -0.0160 -0.0172 -0.0048 0.250
H 3.1309 -0.2892 -6.1738 0.0297 -0.0119 0.0124 0.289
```
Positions in Å, forces in eV/Å.

Properties
HOMO energy = -9.114 eV
HOMO-LUMO gap = 0.3481 hartree
Net charge = 0
Total energy = -36632.955 eV
Energy relative to the best compared isomer or geometry (same formula, charge and spin) = 0.0 kJ/mol